This record from the OMol25 dataset describes CH3N5S2 in the gas phase in a non-equilibrium geometry. The level of theory is ωB97M-V/def2-TZVPD.

Output
SMILES string	S/N=c1/[nH]nnn1S
total charge	0
multiplicity	1
LUMO level	0.46	eV
energy above the lowest of the compared OMol25 structures with the same formula, charge and spin	4.37	kcal/mol
energy	-30203.7047	eV
Kohn-Sham gap	8.75	eV

Structure (XYZ):
```
11
Properties=species:S:1:pos:R:3:forces:R:3
S 1.528 -1.522 -1.431 -0.32 -0.79 -0.10
N 0.718 -0.028 -1.526 -0.49 -0.05 0.88
C 0.062 0.382 -0.495 0.29 0.82 -0.82
N -0.415 1.684 -0.431 0.18 0.29 -0.74
N -1.090 1.945 0.695 0.35 -1.26 0.88
N -1.066 0.898 1.414 -0.31 1.00 -0.65
N -0.381 -0.095 0.721 0.06 0.02 0.30
S -0.387 -1.647 1.384 -0.32 -0.23 0.03
H 0.494 -2.430 -1.284 0.60 0.68 -0.15
H -0.230 2.427 -1.111 -0.19 -0.68 0.45
H 0.768 -1.614 2.064 0.14 0.20 -0.07
```
Positions in Å, forces in eV/Å.